1.
The following is a quantum chemistry calculation of a molecular structure, C41H42BaN5O3S in a non-equilibrium geometry, from OMol25.

Calculated values
calculated total energy: -2510.8167 Eh
orbital gap: 5.801 eV
total charge: -1

Atoms and positions in Å:
Ba 0.510 -0.356 -0.482
O -0.674 -0.705 -2.677
C -0.481 -1.400 -3.745
C -1.589 -2.018 -4.387
C -1.441 -2.517 -5.661
C -0.177 -2.544 -6.236
C 0.899 -2.027 -5.621
C 0.863 -1.496 -4.329
C 2.094 -1.103 -3.794
N 2.403 -0.380 -2.746
C 3.787 -0.250 -2.534
C 4.353 -1.352 -1.725
N 3.491 -1.408 -0.470
C 3.722 -2.479 0.202
C 3.207 -3.170 1.333
C 3.784 -4.380 1.637
C 3.519 -4.936 2.875
C 2.875 -4.215 3.844
C 2.323 -2.986 3.567
C 2.284 -2.497 2.199
O 1.533 -1.580 1.800
H -2.577 -1.898 -3.887
H -2.214 -3.020 -6.196
H -0.068 -3.034 -7.203
H 1.870 -2.179 -6.117
H 2.932 -1.527 -4.360
H 3.964 0.698 -2.063
H 4.372 -0.228 -3.492
H 5.443 -1.196 -1.502
H 4.387 -2.292 -2.303
H 4.629 -3.002 -0.200
H 4.487 -4.837 0.951
H 3.965 -5.916 3.096
H 2.817 -4.689 4.838
H 1.780 -2.390 4.312
C 3.133 1.055 2.807
N 2.115 0.742 3.788
C 0.785 0.716 3.570
N 0.330 1.340 2.429
S -0.301 -0.141 4.589
H 2.793 0.726 1.770
H 4.077 0.507 3.032
H 3.312 2.138 2.769
H 2.382 0.358 4.695
H 0.867 1.922 1.780
H -0.650 1.432 2.374
N 1.075 2.281 -0.164
C 0.899 3.342 -0.775
C 0.398 3.429 -2.222
C 0.981 4.166 -3.255
C 0.475 4.148 -4.555
C -0.623 3.336 -4.816
C -1.241 2.620 -3.764
C -0.757 2.709 -2.458
C 1.061 4.704 -0.044
C 2.227 4.910 0.720
C 2.228 5.866 1.719
C 1.108 6.592 1.964
C 0.007 6.539 1.120
C -0.053 5.542 0.136
H 1.928 4.720 -3.164
H 1.045 4.699 -5.279
H -1.032 3.315 -5.826
H -2.109 1.919 -3.945
H -1.268 2.192 -1.618
H 3.127 4.264 0.478
H 3.211 6.087 2.208
H 1.010 7.192 2.866
H -0.898 7.141 1.297
H -0.936 5.456 -0.458
C -7.570 -1.574 2.822
C -6.139 -1.647 2.434
C -5.751 -1.355 1.102
C -4.392 -1.351 0.809
C -3.963 -1.037 -0.608
C -3.392 -1.617 1.848
C -2.045 -1.321 1.704
O -1.562 -1.072 0.565
C -3.838 -2.081 3.122
C -2.881 -2.725 4.058
C -5.183 -2.007 3.413
H -8.313 -1.533 1.934
H -7.868 -0.700 3.463
H -7.853 -2.466 3.402
H -6.537 -1.093 0.385
H -3.098 -0.438 -0.727
H -4.759 -0.528 -1.158
H -3.720 -1.944 -1.151
H -1.439 -1.081 2.598
H -2.065 -2.033 4.310
H -2.467 -3.654 3.607
H -3.378 -3.071 5.000
H -5.561 -2.326 4.379

The net atomic charges from Mulliken, expressed in e, are: Ba 1.71; O -0.36; C 0.39; C -0.62; C -0.39; C -0.60; C -0.98; C 0.43; C -0.25; N 0.17; C -1.40; C -0.67; N 0.11; C -0.59; C 0.61; C -0.52; C -0.67; C -0.34; C -0.67; C -0.09; O 0.28; H 0.25; H 0.42; H 0.33; H 0.29; H 0.14; H 0.44; H 0.33; H 0.39; H 0.45; H 0.10; H 0.36; H 0.29; H 0.35; H 0.19; C -0.70; N -0.07; C 0.14; N -0.05; S -0.53; H 0.01; H 0.35; H 0.35; H 0.30; H 0.08; H 0.26; N 0.09; C -0.71; C 0.30; C -0.11; C -0.63; C -0.49; C -0.41; C -0.16; C 0.30; C -0.41; C -0.47; C -0.49; C -0.50; C -0.46; H 0.33; H 0.40; H 0.37; H 0.18; H 0.36; H 0.28; H 0.30; H 0.35; H 0.32; H 0.43; C -1.42; C 1.11; C -0.99; C 1.32; C -1.59; C 0.69; C 0.19; O -0.12; C 0.79; C -1.23; C -1.12; H 0.30; H 0.28; H 0.34; H 0.29; H 0.08; H 0.32; H 0.35; H -0.79; H -0.01; H 0.31; H 0.35; H 0.36

=====

2.
The following is a quantum chemistry calculation of a molecular structure, C41H42BrF9N3O3Pb, from OMol25.

Calculated values
calculated total energy: -5643.4285 Eh
orbital gap: 7.306 eV
total charge: -1

Atoms and positions in Å:
Pb -0.316 -0.602 -0.907
C 2.682 -0.252 3.104
C 1.972 -1.424 2.420
C 1.509 -2.427 3.474
C 2.854 -2.033 1.350
C 3.658 -3.132 1.616
C 4.497 -3.652 0.644
C 4.521 -3.079 -0.612
C 3.722 -1.983 -0.932
C 3.827 -1.456 -2.357
C 4.765 -0.251 -2.481
C 2.503 -1.175 -3.064
C 2.904 -1.460 0.075
N 2.099 -0.300 -0.164
C 2.741 0.812 -0.062
C 2.319 2.175 -0.227
C 3.381 3.107 -0.187
C 3.198 4.459 -0.296
C 1.878 4.924 -0.427
C 0.817 4.067 -0.446
C 0.970 2.642 -0.354
N -0.072 1.819 -0.380
C -1.364 2.393 -0.270
C -2.143 2.680 -1.402
C -3.427 3.200 -1.218
C -3.959 3.400 0.038
C -3.186 3.092 1.146
C -1.890 2.607 1.022
C -1.129 2.394 2.327
C -0.250 3.600 2.680
C -0.330 1.100 2.489
C -1.768 2.462 -2.868
C -2.521 1.249 -3.430
C -0.295 2.404 -3.266
H 2.061 0.150 3.906
H 2.901 0.564 2.414
H 3.625 -0.591 3.539
H 1.076 -1.045 1.924
H 2.321 -2.700 4.153
H 1.117 -3.334 3.019
H 0.715 -1.981 4.074
H 3.620 -3.596 2.592
H 5.113 -4.515 0.862
H 5.155 -3.502 -1.383
H 4.298 -2.275 -2.910
H 4.309 0.654 -2.076
H 4.990 -0.058 -3.532
H 5.705 -0.425 -1.957
H 2.076 -0.222 -2.749
H 1.780 -1.971 -2.883
H 2.668 -1.111 -4.141
H 3.806 0.732 0.181
H 4.385 2.712 -0.068
H 4.035 5.142 -0.271
H 1.690 5.989 -0.508
H -0.186 4.463 -0.530
H -4.024 3.432 -2.093
H -4.968 3.776 0.154
H -3.596 3.232 2.140
H -1.917 2.357 3.086
H 0.671 3.609 2.095
H 0.027 3.552 3.736
H -0.771 4.543 2.506
H 0.577 1.116 1.887
H -0.922 0.218 2.242
H -0.025 1.008 3.535
H -2.178 3.340 -3.381
H -2.251 0.331 -2.905
H -2.287 1.109 -4.488
H -3.601 1.369 -3.331
H 0.189 1.477 -2.958
H 0.279 3.231 -2.852
H -0.231 2.456 -4.355
Br -6.945 1.310 -1.828
C -6.279 0.404 -0.297
C -7.161 -0.014 0.685
N -6.755 -0.644 1.783
C -5.449 -0.863 1.923
C -4.498 -0.481 0.986
C -4.926 0.167 -0.162
C -3.023 -0.738 1.228
O -2.658 -1.131 2.325
O -2.293 -0.466 0.213
H -8.224 0.167 0.581
H -5.122 -1.367 2.824
H -4.205 0.478 -0.904
F -2.359 -5.003 -1.357
C -1.922 -3.863 -0.803
F -2.772 -3.544 0.170
F -2.035 -2.914 -1.750
C -0.449 -3.943 -0.277
O 0.083 -2.738 -0.061
C 0.396 -4.717 -1.341
F 0.133 -6.032 -1.402
F 1.695 -4.588 -1.111
F 0.168 -4.216 -2.571
C -0.459 -4.769 1.046
F -0.919 -4.047 2.056
F 0.784 -5.162 1.367
F -1.210 -5.884 0.970

Atomic partial charges in e from the Mulliken method, atoms 1 to 99: Pb 2.75; C -1.54; C 2.99; C -2.00; C 0.23; C -0.47; C -1.24; C -1.21; C 1.13; C 0.41; C -1.50; C -1.05; C -0.41; N 1.43; C -1.25; C 0.83; C -0.85; C -1.16; C -0.61; C -0.80; C 0.01; N 0.95; C -0.31; C 0.83; C -0.55; C -1.38; C -0.70; C 0.71; C -0.09; C -1.77; C -0.48; C 0.34; C -1.37; C -1.66; H 0.40; H 0.18; H 0.36; H -1.50; H 0.44; H 0.19; H 0.35; H 0.35; H 0.38; H 0.36; H 0.72; H 0.24; H 0.46; H 0.34; H 0.02; H 0.06; H 0.48; H 0.32; H 0.39; H 0.38; H 0.41; H 0.48; H 0.46; H 0.38; H 0.41; H 0.89; H 0.20; H 0.49; H 0.38; H -0.10; H -0.48; H 0.66; H 0.76; H 0.06; H 0.49; H 0.26; H 0.17; H 0.34; H 0.57; Br -0.20; C -0.16; C -0.19; N -0.68; C -0.19; C -0.21; C 0.23; C -0.26; O -0.86; O -0.31; H 0.38; H 0.51; H 0.44; F -0.31; C 0.03; F -0.29; F -0.29; C 1.51; O -0.72; C 0.06; F -0.30; F -0.14; F -0.28; C 0.01; F -0.15; F -0.29

=====

3.
The following is a quantum chemistry calculation of a molecular structure, C41H42FN7O4Pt in a non-equilibrium geometry, from OMol25.

Calculated values
calculated total energy: -2490.4624 Eh
orbital gap: 5.015 eV
total charge: +2

Atoms and positions in Å:
Pt -1.574 -0.288 1.325
O -2.753 1.242 2.157
C -4.012 1.447 1.924
C -4.482 2.785 1.964
C -5.808 3.089 1.816
C -6.744 2.069 1.623
C -6.316 0.767 1.530
C -4.967 0.421 1.667
C -4.542 -0.944 1.546
N -3.318 -1.446 1.752
C -3.358 -2.794 1.504
C -4.626 -3.135 1.171
N -5.353 -1.970 1.208
H -3.731 3.550 2.110
H -6.139 4.118 1.842
H -7.795 2.302 1.539
H -7.058 0.000 1.347
H -2.490 -3.423 1.587
H -5.059 -4.089 0.936
H -6.323 -1.881 0.960
F 4.737 0.357 -1.059
C 3.589 0.425 -1.776
C 2.412 0.591 -1.108
C 1.208 0.726 -1.807
C -0.038 0.893 -1.071
O -0.039 0.933 0.186
C -1.191 0.988 -1.887
C -1.107 0.920 -3.242
N 0.053 0.776 -3.920
C 0.026 0.639 -5.360
C 0.642 1.704 -6.223
C -0.846 1.545 -6.170
C 1.232 0.666 -3.213
C 2.452 0.460 -3.868
C 3.651 0.352 -3.180
N 4.839 0.159 -3.897
C 5.133 0.961 -5.064
C 6.180 2.030 -4.733
N 7.406 1.373 -4.179
C 7.081 0.561 -2.962
C 6.018 -0.467 -3.342
C -2.594 1.133 -1.275
O -3.266 2.043 -1.716
O -2.919 0.235 -0.422
H 2.400 0.637 -0.028
H -2.008 0.970 -3.837
H 0.131 -0.390 -5.685
H 1.170 1.393 -7.114
H 1.063 2.573 -5.736
H -1.362 1.128 -7.022
H -1.401 2.315 -5.652
H 2.458 0.353 -4.941
H 4.234 1.466 -5.406
H 5.497 0.320 -5.876
H 5.795 2.712 -3.976
H 6.442 2.598 -5.625
H 8.113 2.075 -3.955
H 7.798 0.750 -4.892
H 6.708 1.231 -2.189
H 7.982 0.069 -2.597
H 5.761 -1.065 -2.474
H 6.429 -1.148 -4.099
C -3.400 -2.501 4.899
C -1.912 -2.863 4.810
C -1.066 -1.701 5.260
C -0.996 -1.421 6.615
C -0.302 -0.320 7.086
C 0.305 0.544 6.186
C 0.255 0.319 4.821
C 0.979 1.252 3.888
C 0.048 2.315 3.288
C -0.410 -0.838 4.354
N -0.340 -1.159 2.991
C 0.308 -2.204 2.569
C 0.314 -2.543 1.220
C 1.013 -3.531 0.502
C 0.644 -3.375 -0.824
C -0.273 -2.306 -0.866
N -0.460 -1.817 0.354
H -4.011 -3.325 4.530
H -3.610 -1.612 4.305
H -3.687 -2.300 5.930
H -1.677 -3.146 3.785
H -1.713 -3.720 5.454
H -1.490 -2.088 7.310
H -0.228 -0.138 8.149
H 0.855 1.399 6.557
H 1.427 0.684 3.070
H 1.773 1.752 4.443
H -0.640 1.866 2.578
H 0.637 3.067 2.763
H -0.536 2.809 4.064
H 0.892 -2.798 3.268
H 1.692 -4.254 0.921
H 0.970 -3.957 -1.669
H -0.786 -1.903 -1.726

The net atomic charges from Mulliken, expressed in e, are: Pt 4.55; O -0.80; C 0.20; C -0.66; C -0.58; C -0.86; C -1.09; C 0.60; C 0.74; N 0.05; C -0.27; C -1.28; N -0.03; H 0.42; H 0.44; H 0.43; H 0.33; H 0.42; H 0.47; H 0.19; F -0.38; C 0.37; C -0.99; C 0.66; C 1.37; O -1.30; C 0.64; C -0.73; N 0.31; C -0.36; C -0.34; C -1.01; C -0.64; C -0.99; C -0.30; N 0.11; C -0.61; C -0.86; N -0.08; C -0.63; C -0.93; C -0.37; O -0.61; O -0.72; H 0.70; H 0.66; H 0.46; H 0.30; H 0.22; H 0.28; H 0.34; H 0.99; H 0.41; H 0.30; H 0.36; H 0.45; H 0.35; H 0.38; H 0.43; H 0.36; H 0.49; H 0.36; C -1.18; C -0.32; C 0.22; C -0.66; C -1.02; C -0.87; C 0.52; C -0.50; C -0.62; C -0.42; N 0.38; C -0.08; C -0.23; C -1.06; C -1.17; C -0.82; N 0.85; H 0.39; H 0.14; H 0.48; H 0.00; H 0.51; H 0.52; H 0.42; H 0.47; H 0.00; H 0.63; H -0.25; H 0.38; H 0.36; H 0.50; H 0.59; H 0.50; H 0.62

=====

Results for ΔE to the lowest compared entry with this formula, charge and spin: 0.0 0.0 29.4 (in kcal per mole, following the order of the records).